{"formula": "C5H9N3O", "method": "the ωB97M-V functional and the def2-TZVPD basis", "species": ["C", "C", "C", "C", "C", "N", "N", "N", "O", "H", "H", "H", "H", "H", "H", "H", "H", "H"], "xyz": [[2.73837, -0.41288, -0.93970], [-2.68789, -0.11311, -0.16273], [-0.44277, -0.39587, 0.95541], [1.32604, -0.61414, -0.53334], [-1.41828, 0.53663, 0.28269], [0.96920, 0.20985, 0.97817], [0.31368, -1.17876, -0.87837], [-1.03378, 1.73651, 0.11640], [-0.73827, -1.23198, 1.77439], [1.47569, -0.09870, 1.80442], [0.91830, 1.22995, 0.90704], [-1.73093, 2.30804, -0.35747], [2.94044, 0.64838, -1.10759], [3.41909, -0.77457, -0.16373], [2.92626, -0.96378, -1.86057], [-2.44660, -0.86412, -0.91870], [-3.38434, 0.61701, -0.57494], [-3.14419, -0.63845, 0.67860]], "charge": 0, "orbital_gap_ev": 9.16, "largest_force_ha_per_bohr": 0.03258, "e_homo_ha": -0.311}